Entry 1:
ORCA calculation (wB97M-V/def2-TZVPD) on a molecular structure, C47H46I2N5O3PRe.

```
! wB97M-V def2-TZVPD RIJCOSX def2/J DEFGRID3
* xyz 0 4
Re 0.27329 -0.55335 -0.14339
I 4.95560 2.76383 5.15807
C 3.85299 1.57015 3.84714
C 3.72249 0.21261 4.09674
C 2.97280 -0.56755 3.23321
I 2.80523 -2.61784 3.54905
C 2.33019 -0.01560 2.11450
O 1.63504 -0.79622 1.31840
C 2.49264 1.35943 1.87642
C 1.74674 1.96178 0.72428
N 0.31143 1.60668 0.82501
C -0.20930 2.16650 2.08288
C -0.19135 1.23866 3.27966
C 0.10010 1.75339 4.53983
C 0.13102 0.89410 5.62304
C -0.13485 -0.45120 5.41679
C -0.43773 -0.86827 4.13210
N -0.47295 -0.04696 3.08437
C 3.24476 2.13896 2.74002
H 4.20002 -0.23923 4.95499
H 2.13299 1.60106 -0.23142
H 1.86517 3.05070 0.73369
H -0.15721 2.09383 0.02771
H -1.21294 2.56042 1.89645
H 0.40469 3.03310 2.34654
H 0.33427 2.80408 4.65543
H 0.37529 1.26497 6.61018
H -0.10131 -1.16523 6.22793
H -0.65295 -1.91069 3.92528
H 3.34003 3.20141 2.54974
O -2.67990 2.50782 -0.40087
C -1.94940 2.26517 -1.37281
O -0.69262 2.39826 -1.44309
C -2.54197 1.71476 -2.64617
C -3.68675 2.30457 -3.16592
C -4.12244 1.99266 -4.44320
C -3.40913 1.08273 -5.20996
C -2.30173 0.44677 -4.67176
C -1.86967 0.73078 -3.37643
P -0.46732 -0.24453 -2.68964
C -0.82524 -1.91282 -3.38175
C -2.11892 -2.34793 -3.67154
C -2.35568 -3.64349 -4.11088
C -1.30194 -4.52746 -4.27902
C -0.01108 -4.11123 -3.98838
C 0.22140 -2.82324 -3.53420
C 0.95572 0.32136 -3.67594
C 1.24848 -0.19318 -4.93704
C 2.34856 0.27152 -5.64125
C 3.15941 1.25784 -5.09700
C 2.85500 1.79522 -3.85516
C 1.75363 1.33351 -3.15068
H -4.20157 3.03930 -2.56026
H -5.00096 2.47567 -4.85191
H -3.71822 0.85751 -6.22254
H -1.77679 -0.28792 -5.26936
H -2.95918 -1.67329 -3.56920
H -3.36940 -3.95414 -4.32953
H -1.48594 -5.53554 -4.62788
H 0.82273 -4.79278 -4.10011
H 1.23002 -2.52882 -3.29816
H 0.63472 -0.97453 -5.36577
H 2.57500 -0.14317 -6.61509
H 4.02283 1.61262 -5.64504
H 3.47197 2.57858 -3.43393
H 1.48151 1.78246 -2.20575
C -0.79554 -3.38255 1.78755
C -0.36276 -4.35413 0.68494
C -1.24433 -4.29234 -0.55872
C 1.12548 -4.26639 0.38411
C 1.90559 -5.32778 0.82008
C 3.27508 -5.34883 0.63442
C 3.86924 -4.28154 -0.01036
C 3.15029 -3.18419 -0.47770
C 3.99379 -2.14053 -1.20550
C 3.75052 -2.08874 -2.71483
C 3.99153 -0.72489 -0.63776
C 1.74424 -3.16788 -0.27220
N 0.95946 -2.11202 -0.70700
H -1.87993 -3.41810 1.92794
H -0.51497 -2.34965 1.58166
H -0.31475 -3.65427 2.72941
H -0.50920 -5.35556 1.10102
H -1.15076 -3.34081 -1.07322
H -2.29224 -4.44605 -0.28795
H -0.95639 -5.07135 -1.26534
H 1.41816 -6.15442 1.32524
H 3.87083 -6.18126 0.98541
H 4.94296 -4.29103 -0.15850
H 5.01680 -2.50175 -1.07163
H 2.87908 -1.47851 -2.94436
H 3.61406 -3.08532 -3.13934
H 4.60193 -1.61965 -3.21316
H 3.02261 -0.24755 -0.77448
H 4.73091 -0.12487 -1.17518
H 4.24156 -0.71200 0.42351
N -3.90304 -0.08805 0.96357
C -4.05393 -0.96287 -0.08737
C -2.80269 -1.19920 -0.54099
N -1.89341 -0.47141 0.20919
C -2.60440 0.17914 1.11017
H -4.63700 0.33400 1.50419
H -5.01151 -1.32691 -0.41068
H -2.49241 -1.84891 -1.33488
H -2.22656 0.84811 1.85008
*
```

The value obtained for the orbital gap (alpha / beta) is 7.0 / 7.1 eV. The calculation puts the total energy at -3333.16154 Ha. Its molar mass is 1199.91 g mol⁻¹. As for the LUMO energy (alpha / beta): 0.4 / -0.5 eV. The energy relative to the best compared isomer or geometry (same formula, charge and spin) is 0.0 kcal per mole.

Mulliken atomic charge list, values in e, 5 entries: number 1, Re, carries 0.991; number 2, I, carries 0.060; number 3, C, carries -0.686; number 4, C, carries -0.241; number 5, C, carries -0.202



Entry 2:
ORCA calculation (wB97M-V/def2-TZVPD) on a molecular structure, C47H47AsCl5N12O6RbS in a non-equilibrium geometry.

```
! wB97M-V def2-TZVPD RIJCOSX def2/J DEFGRID3
* xyz -2 1
Rb -0.42336 0.05292 -0.28640
N -1.68597 2.28420 2.70509
N -2.69535 1.32782 2.93190
C -2.54631 0.05688 2.27942
O -3.58034 -0.61614 2.23837
O -1.41236 -0.22139 1.86802
H -1.70211 2.96279 3.46247
H -1.79254 2.76879 1.80914
H -3.65595 1.66608 2.86065
Cl 1.83383 0.98322 1.42578
C 1.20217 0.19028 2.77993
C 1.07659 -1.20274 2.80887
C 0.55682 -1.76827 3.97207
Cl 0.52708 -3.46493 4.20332
C 0.07857 -0.97590 5.01518
Cl -0.60727 -1.68749 6.41394
C 0.19179 0.40441 4.95431
Cl -0.40180 1.37721 6.22600
C 0.80437 0.97954 3.85295
Cl 1.10424 2.65560 3.83576
C 2.98685 4.05811 -2.42122
N 1.75679 3.33789 -2.59965
C 0.91782 2.91816 -1.64642
N -0.13466 2.35016 -2.18791
C 0.12370 2.42644 -3.50744
N 1.25325 3.02959 -3.79666
C 2.69599 5.37356 -1.74107
C 3.53281 5.92407 -0.77498
C 3.12489 7.02974 -0.04341
C 1.85904 7.56537 -0.21039
C 1.03370 7.04425 -1.20077
C 1.48104 5.98882 -1.99235
C -0.38355 7.33161 -1.33011
N -1.07507 7.40202 -2.42852
N -2.36627 7.25903 -2.10198
C -2.42501 7.09820 -0.80508
O -1.18702 7.19153 -0.23927
C -3.53437 6.58187 -0.05255
C -3.61363 6.66767 1.34075
C -4.58672 5.95294 2.00883
C -5.44010 5.09972 1.32387
C -5.34716 4.98871 -0.06391
C -6.06745 3.89234 -0.80567
N -5.27199 2.68677 -0.71945
C -4.00213 2.45378 -1.10796
N -3.63808 1.24653 -0.75241
C -4.72885 0.75486 -0.12628
N -5.73272 1.59752 -0.08494
C -4.43251 5.76364 -0.74693
H 3.42687 4.19396 -3.41341
H 3.64321 3.43166 -1.80538
H 1.10027 3.06189 -0.60133
H -0.53612 2.03920 -4.25738
H 4.48805 5.46406 -0.56829
H 3.77889 7.44105 0.71256
H 1.50487 8.36711 0.42221
H 0.81740 5.60072 -2.75074
H -2.89905 7.27197 1.88017
H -4.65109 6.01826 3.08384
H -6.15069 4.49398 1.86568
H -6.20730 4.16208 -1.85806
H -7.03236 3.65395 -0.35356
H -3.38793 3.15655 -1.63526
H -4.75618 -0.20775 0.34130
H -4.33263 5.70016 -1.82075
C -2.30219 -4.82207 -1.96959
As -2.07083 -2.85536 -1.96323
C -0.16065 -2.64959 -2.17754
C -2.58982 -2.37437 -0.17311
S -3.19486 -2.14744 -3.56070
H -1.77502 -5.28552 -1.13749
H -1.94063 -5.24175 -2.91478
H -3.37523 -5.03106 -1.89583
H 0.32243 -2.95124 -1.24705
H 0.10234 -1.61249 -2.40031
H 0.18098 -3.27508 -3.01009
H -1.84975 -2.75629 0.52919
H -3.57708 -2.78176 0.06861
H -2.63685 -1.29154 -0.07338
C 0.45594 -8.69701 2.98684
C 1.79001 -8.46943 2.27802
N 1.83061 -7.18278 1.61624
C 1.72077 -7.17784 0.17933
C 0.32322 -7.55950 -0.30682
C 2.58205 -6.17809 2.26342
O 3.36109 -6.49473 3.16814
C 2.32922 -4.81548 1.89717
C 3.27527 -3.81473 2.29647
C 3.00184 -2.51059 2.17286
C 1.65572 -2.04100 1.67389
N 0.76646 -3.09019 1.22125
C 1.11850 -4.32557 1.35616
H 0.47946 -9.63831 3.53125
H -0.37026 -8.72835 2.28225
H 0.28698 -7.88877 3.69189
H 1.97938 -9.28049 1.56462
H 2.58402 -8.46154 3.03188
H 2.44703 -7.88330 -0.26584
H 1.96924 -6.17635 -0.17629
H 0.10838 -8.60033 -0.07402
H 0.23929 -7.41616 -1.38350
H -0.41565 -6.93686 0.18998
H 4.22796 -4.15295 2.68061
H 3.71361 -1.74330 2.44089
H 1.79646 -1.36043 0.82252
H 0.35501 -5.03044 1.04203
O 3.28667 1.36098 -1.21626
C 2.81770 0.34147 -1.74677
O 1.66824 -0.12028 -1.60720
C 3.72536 -0.42993 -2.70506
C 3.55752 -1.79520 -2.88624
C 4.33915 -2.47731 -3.79867
C 5.29229 -1.80027 -4.54136
C 5.47001 -0.43907 -4.36017
C 4.69062 0.23997 -3.44195
H 2.81225 -2.31438 -2.30250
H 4.19786 -3.53947 -3.94352
H 5.89197 -2.32948 -5.27063
H 6.21175 0.09611 -4.94112
H 4.81723 1.30035 -3.27898
*
```

The value obtained for the orbital gap is 4.5 eV. The calculation puts the total energy at -7886.85491 Ha. Its molar mass is 1245.69 g mol⁻¹. As for the LUMO energy: 3.0 eV. The energy relative to the best compared isomer or geometry (same formula, charge and spin) is 61.5 kcal per mole.

Mulliken atomic charge list, values in e, 5 entries: number 1, Rb, carries 0.332; number 2, N, carries -0.165; number 3, N, carries -0.119; number 4, C, carries -0.523; number 5, O, carries -0.857